The following is a quantum chemistry calculation of a structure of composition C6H10O, from the OMol25 dataset.

HOMO energy, eV: -9.4
Gap between HOMO and LUMO, eV: 10.3
ΔE to the lowest compared entry with this formula, charge and spin, kcal per mole: 24.3

```
! wB97M-V def2-TZVPD RIJCOSX def2/J DEFGRID3
* xyz 0 1
C 1.65 -0.87 -0.08
C 0.35 -0.13 -0.01
C -0.54 0.19 -1.25
C -1.56 0.44 -0.10
C -0.90 -0.73 0.63
O -1.04 1.63 0.50
C 0.34 1.25 0.66
H 2.39 -0.28 -0.63
H 1.51 -1.82 -0.60
H 2.03 -1.08 0.93
H -0.20 1.00 -1.90
H -0.82 -0.69 -1.84
H -2.64 0.39 -0.12
H -1.19 -1.70 0.20
H -0.99 -0.78 1.72
H 1.02 1.96 0.15
H 0.58 1.22 1.73
*
```

The following is a quantum chemistry calculation of a cluster of 2 separate species, C8H13N2O in total, from the OMol25 dataset.

HOMO energy, eV: -13.6
Gap between HOMO and LUMO, eV: 9.1
ΔE to the lowest compared entry with this formula, charge and spin, kcal per mole: 85.0

```
! wB97M-V def2-TZVPD RIJCOSX def2/J DEFGRID3
* xyz 1 1
C 2.03 0.26 1.07
C 2.69 1.33 -0.68
C 1.28 -0.21 -0.03
C -0.07 -2.41 0.55
C 0.28 -2.50 -0.89
C 0.32 -1.20 -0.17
C -2.17 2.13 0.23
C -1.25 0.95 0.51
N 1.69 0.59 -1.05
N -1.30 0.01 -0.63
O 2.92 1.15 0.62
H 2.25 -0.06 2.07
H 3.17 2.07 -1.23
H -1.06 -2.62 0.79
H 0.51 -2.77 1.28
H 1.33 -2.82 -1.24
H -0.43 -2.86 -1.63
H -2.58 2.55 1.24
H -1.60 2.92 -0.40
H -3.11 1.76 -0.24
H -1.59 0.43 1.45
H -0.20 1.31 0.70
H -0.88 0.34 -1.46
H -2.24 -0.35 -0.86
*
```